{
  "formula": "C33H74N2O14P3",
  "method": "wB97M-V/def2-TZVPD",
  "lumo_ev": [-1.4278, -1.4278],
  "energy_ev": -94936.5099,
  "s_squared": 0.75,
  "homo_energy_ha": [-0.2963, -0.3396],
  "charge": 0,
  "spin_multiplicity": 2,
  "symbols": ["C", "C", "O", "N", "C", "C", "C", "C", "C", "C", "C", "C", "C", "N", "O", "C", "C", "C", "C", "H", "H", "H", "H", "H", "H", "H", "H", "H", "H", "H", "H", "H", "H", "H", "H", "H", "H", "H", "H", "H", "H", "H", "H", "H", "H", "H", "H", "H", "O", "P", "O", "C", "C", "O", "C", "C", "O", "C", "C", "H", "H", "H", "H", "H", "H", "H", "H", "H", "H", "H", "H", "H", "H", "H", "O", "P", "O", "C", "C", "O", "C", "C", "O", "C", "C", "H", "H", "H", "H", "H", "H", "H", "H", "H", "H", "H", "H", "H", "H", "H", "O", "P", "O", "C", "C", "O", "C", "C", "O", "C", "C", "H", "H", "H", "H", "H", "H", "H", "H", "H", "H", "H", "H", "H", "H", "H"],
  "positions_angstrom": [[2.02321, -1.90730, 1.21197], [1.73708, -0.42320, 1.09586], [1.74764, 0.31772, 2.06980], [1.46904, 0.02917, -0.20542], [1.24334, 1.47894, -0.30158], [-0.07645, 1.90333, 0.36127], [-1.10068, 2.41158, -0.65414], [-2.50140, 2.58614, -0.05880], [-3.09390, 1.32429, 0.55625], [-4.47946, 1.55999, 1.15853], [-4.96610, 0.31345, 1.90563], [-4.13882, 0.06918, 3.19248], [-6.40951, 0.59798, 2.36161], [-4.99671, -0.87190, 1.00184], [-6.06883, -0.96494, 0.31120], [-3.74563, -1.11776, 0.21574], [-4.10129, -2.08961, -0.92252], [-2.64685, -1.81302, 1.03785], [-3.21218, 0.16535, -0.42870], [1.73012, -2.40670, 0.28827], [1.49649, -2.35103, 2.04982], [3.10487, -2.01743, 1.30125], [2.25829, -0.22685, -0.79122], [1.18380, 1.71310, -1.36673], [2.08896, 2.05609, 0.08123], [0.15237, 2.69982, 1.07154], [-0.45024, 1.05514, 0.93112], [-0.77493, 3.39394, -0.99855], [-1.12804, 1.71468, -1.49369], [-3.16175, 2.92502, -0.86455], [-2.46493, 3.38027, 0.69235], [-2.44725, 1.00263, 1.38068], [-5.16049, 1.69664, 0.30962], [-4.52358, 2.45283, 1.78200], [-3.63547, -0.89291, 3.21312], [-3.42475, 0.87457, 3.36216], [-4.80267, 0.08276, 4.05556], [-6.93168, -0.31512, 2.63636], [-6.35403, 1.29217, 3.19964], [-6.97099, 1.10155, 1.57685], [-3.17997, -2.46263, -1.36987], [-4.67606, -2.93305, -0.54532], [-4.65983, -1.58831, -1.70825], [-2.07803, -1.13454, 1.67202], [-1.97100, -2.34119, 0.36938], [-3.10618, -2.57646, 1.66944], [-2.27411, -0.03525, -0.94828], [-3.91926, 0.47830, -1.20778], [2.95854, -4.24016, -2.55461], [3.34694, -5.53572, -3.21368], [4.29108, -6.06004, -1.94270], [3.75976, -6.11627, -0.62548], [2.74522, -7.23362, -0.45319], [4.40442, -4.86614, -4.29391], [4.20443, -3.56642, -4.84999], [5.04271, -2.52424, -4.13192], [3.58463, -6.95347, -3.94282], [4.86603, -7.61925, -3.98271], [4.92397, -8.80730, -3.05505], [3.31461, -5.15591, -0.35628], [4.61059, -6.27455, 0.03917], [1.96949, -7.18508, -1.22255], [2.26656, -7.16366, 0.52423], [3.21732, -8.21297, -0.52967], [3.14955, -3.29472, -4.82665], [4.50050, -3.63194, -5.89810], [4.99570, -2.66766, -3.05298], [4.69738, -1.51729, -4.37081], [6.08981, -2.60390, -4.42741], [5.66823, -6.91516, -3.78093], [4.97082, -7.95242, -5.01576], [4.92124, -8.49268, -2.01427], [5.84434, -9.36550, -3.23458], [4.06964, -9.46674, -3.21088], [-2.56161, 4.04763, -3.74034], [-2.52703, 3.97823, -5.19958], [-2.81319, 5.37728, -5.91357], [-2.30765, 6.58263, -5.31820], [-0.80272, 6.72243, -5.44271], [-3.84885, 3.20851, -5.71427], [-4.67183, 2.47365, -4.80329], [-5.87882, 3.28528, -4.37580], [-1.44078, 3.24762, -6.06547], [-1.53491, 3.21796, -7.50821], [-0.55062, 4.16773, -8.14525], [-2.60970, 6.62729, -4.27079], [-2.80666, 7.40121, -5.83503], [-0.29031, 5.82944, -5.07876], [-0.45714, 7.57937, -4.86445], [-0.50454, 6.87173, -6.48041], [-4.09315, 2.15648, -3.93555], [-4.98656, 1.57291, -5.33195], [-5.59203, 4.31108, -4.14543], [-6.34841, 2.84344, -3.49610], [-6.62044, 3.32394, -5.17493], [-2.55351, 3.42329, -7.83174], [-1.30346, 2.19163, -7.78991], [-0.82838, 5.20326, -7.95610], [-0.54010, 4.01626, -9.22502], [0.45387, 4.01146, -7.75190], [1.25198, 1.78266, 8.81118], [2.32986, 1.61915, 7.83779], [2.37791, 0.17076, 7.17025], [1.14845, -0.50947, 6.87031], [0.40167, 0.09711, 5.69608], [3.73894, 1.55378, 8.62491], [3.83011, 1.92172, 10.00170], [3.81083, 0.69809, 10.89765], [2.71017, 2.63542, 6.70526], [3.81934, 2.37579, 5.81246], [3.32540, 1.92056, 4.46343], [0.51622, -0.52835, 7.75949], [1.42629, -1.53908, 6.64737], [0.26198, 1.17187, 5.82953], [-0.57920, -0.36973, 5.59716], [0.94260, -0.04896, 4.76057], [3.02769, 2.60862, 10.26897], [4.77234, 2.46034, 10.11464], [3.04753, -0.00693, 10.56979], [3.61048, 0.97965, 11.93204], [4.77098, 0.18081, 10.86440], [4.50891, 1.65418, 6.24714], [4.35268, 3.32217, 5.72986], [2.88110, 0.93043, 4.52402], [4.15193, 1.86566, 3.75389], [2.56662, 2.59733, 4.07131]],
  "forces_ev_per_a": [[0.102, 0.310, -0.868], [0.074, 0.301, 0.686], [-0.321, -0.551, -0.695], [0.618, 0.572, 0.732], [-0.210, 0.231, -0.358], [0.418, 0.169, -0.148], [-0.080, -0.138, 0.608], [0.045, -0.147, -0.380], [0.158, -0.023, 0.504], [0.325, -0.648, -1.063], [-0.886, 0.435, 1.343], [-0.113, -0.140, 0.003], [0.176, 0.259, -0.367], [0.592, 1.102, -0.597], [-0.135, -0.221, 0.127], [0.565, -1.092, -0.850], [0.054, 0.098, 0.052], [-0.443, -0.027, 0.428], [-0.454, 0.595, 0.060], [-0.048, -0.105, 0.067], [0.130, 0.100, 0.178], [-0.019, -0.156, 0.323], [-0.393, -0.511, -0.329], [0.023, -0.097, -0.045], [0.013, -0.146, 0.244], [-0.174, -0.084, 0.184], [-0.084, 0.032, 0.017], [0.047, -0.106, -0.375], [-0.035, 0.174, -0.180], [-0.047, 0.122, 0.062], [-0.091, -0.006, 0.057], [0.089, 0.074, -0.033], [-0.128, 0.242, 0.121], [0.021, -0.093, 0.192], [0.147, 0.067, -0.087], [0.190, -0.108, -0.092], [-0.039, -0.101, 0.006], [0.005, 0.008, 0.156], [-0.081, -0.101, 0.123], [-0.105, -0.190, -0.078], [0.045, 0.011, 0.034], [-0.042, -0.035, -0.057], [-0.225, -0.071, 0.069], [0.050, -0.004, -0.014], [0.155, 0.209, -0.065], [0.042, 0.019, 0.085], [0.100, -0.196, 0.187], [-0.021, -0.040, -0.017], [-4.106, -1.006, -0.791], [8.611, 1.505, 1.393], [-0.468, -0.328, 0.026], [0.017, 0.242, 0.218], [0.089, -0.083, -0.055], [-0.717, -0.316, -0.550], [0.141, 0.294, 0.199], [0.177, -0.038, -0.012], [-3.535, -0.174, -0.374], [0.372, -0.319, -0.092], [-0.178, 0.038, 0.217], [-0.012, 0.016, -0.088], [0.033, -0.021, -0.051], [-0.052, 0.070, 0.062], [-0.020, 0.023, -0.010], [-0.016, -0.002, -0.024], [-0.003, -0.036, 0.116], [0.008, -0.072, 0.009], [-0.156, 0.028, -0.001], [0.004, -0.004, -0.015], [0.001, -0.003, 0.012], [-0.125, 0.137, 0.078], [-0.143, 0.090, -0.040], [0.037, 0.043, -0.015], [-0.020, -0.007, -0.086], [0.051, -0.040, -0.090], [1.613, -0.144, 0.218], [-3.475, -0.221, -0.880], [0.679, 0.060, -0.015], [0.085, 0.367, 0.174], [0.015, -0.118, -0.164], [0.372, -0.011, -0.150], [-0.177, -0.150, 0.194], [-0.092, 0.077, -0.178], [0.862, 0.321, 0.703], [0.092, -0.214, -0.308], [0.019, 0.214, 0.141], [-0.012, -0.177, 0.000], [-0.053, -0.083, -0.071], [-0.014, 0.046, 0.114], [-0.022, -0.006, 0.028], [-0.009, 0.020, -0.002], [0.089, 0.124, -0.009], [0.032, 0.023, -0.043], [0.084, -0.052, 0.135], [0.012, -0.016, -0.006], [0.008, 0.024, 0.000], [-0.065, 0.056, 0.146], [-0.010, -0.035, 0.100], [-0.041, -0.007, 0.000], [0.017, -0.055, 0.003], [0.006, -0.079, -0.052], [-0.839, 0.892, -0.924], [2.381, -1.544, 1.717], [-0.285, 0.236, -0.395], [-0.366, -0.214, -0.080], [0.200, 0.049, -0.094], [-0.065, 0.084, -0.375], [0.006, 0.050, 0.292], [0.156, -0.129, -0.071], [-1.035, 0.298, -0.126], [0.260, 0.164, -0.286], [-0.185, -0.156, -0.002], [0.087, 0.147, 0.060], [0.122, 0.034, 0.016], [-0.099, -0.026, 0.067], [-0.010, 0.001, 0.048], [-0.017, -0.001, -0.012], [-0.099, -0.070, -0.099], [0.005, -0.012, -0.057], [-0.121, 0.106, 0.044], [0.003, 0.017, -0.007], [-0.016, -0.018, -0.013], [-0.118, -0.057, 0.165], [-0.079, 0.058, 0.084], [0.015, -0.017, -0.014], [0.029, 0.066, 0.022], [0.062, 0.052, -0.026]],
  "mulliken_charge": [-1.311, 0.631, -0.567, -0.183, -1.102, 0.223, -0.690, -1.997, 2.043, -2.286, 2.182, -1.774, -1.910, 0.563, -0.641, 2.131, -1.946, -2.059, -1.645, 0.366, 0.346, 0.353, 0.283, 0.610, 0.279, 0.246, -0.076, 0.490, 0.415, 0.188, 0.475, -0.120, 0.445, 0.380, 0.277, 0.287, 0.517, 0.438, 0.525, 0.355, 0.434, 0.480, 0.374, 0.261, 0.462, 0.461, 0.358, 0.374, -0.746, 1.228, -0.380, -0.171, -0.974, -0.373, -0.351, -1.027, -0.487, -0.091, -1.049, 0.171, 0.291, 0.260, 0.395, 0.256, 0.318, 0.353, 0.257, 0.353, 0.300, 0.276, 0.391, 0.126, 0.398, 0.283, -0.494, 0.771, -0.353, -0.287, -0.969, -0.423, 0.049, -1.137, -0.312, -0.152, -1.018, 0.309, 0.316, 0.284, 0.381, 0.257, 0.044, 0.326, 0.275, 0.341, 0.337, 0.261, 0.396, 0.131, 0.403, 0.285, -0.769, 0.910, -0.260, -0.475, -0.604, -0.359, -0.339, -1.007, -0.337, -0.230, -0.781, 0.345, 0.326, 0.288, 0.388, 0.019, 0.347, 0.329, 0.260, 0.341, 0.290, 0.294, 0.362, 0.033, 0.410, 0.244]
}